[1]
Density functional theory data (wB97M-V/def2-TZVPD) for C22H53I2N2O8 as an isolated structure at a distorted geometry.

```
! RIJCOSX wB97M-V def2-TZVPD def2/J DEFGRID3
* xyz 1 1
C 2.3502 2.1092 -1.9919
C 1.9741 2.4895 -0.5943
I 0.7049 4.1418 -0.4959
C 2.4295 1.8790 0.5164
I 1.9565 2.5631 2.4608
C 3.3231 0.7061 0.5427
N 4.3666 0.7041 1.3042
C 5.0658 -0.5766 1.3743
C 4.4725 -1.3234 2.6163
C 4.5634 -0.6160 3.9732
N 3.2374 -0.4304 4.5933
C 6.5820 -0.4924 1.5555
O 7.1341 0.7816 1.2944
O 6.9042 1.5716 2.4737
C 4.5196 -1.3292 0.1462
C 3.1888 -0.6060 -0.1372
H 1.4529 2.0340 -2.5995
H 2.8883 1.1805 -2.0491
H 2.9497 2.9058 -2.4292
H 4.6273 1.5192 1.8441
H 4.9786 -2.2858 2.6595
H 3.4268 -1.5385 2.3920
H 5.1710 -1.2406 4.6245
H 5.0778 0.3418 3.8949
H 2.5058 -0.5761 3.9118
H 3.1566 0.5318 4.8874
H 6.8811 -0.8156 2.5494
H 7.0824 -1.1448 0.8421
H 6.8661 2.4628 2.1095
H 4.4208 -2.3676 0.4350
H 5.2083 -1.2156 -0.6878
H 3.0923 -0.5517 -1.2141
H 2.3238 -1.1999 0.1630
C -0.1748 -4.6349 1.9005
C 0.7471 -3.9057 0.9467
O 0.6549 -2.4811 1.1007
H -1.2068 -4.3211 1.7433
H -0.1103 -5.7131 1.7554
H 0.0926 -4.4128 2.9355
H 0.4769 -4.1127 -0.0871
H 1.7834 -4.2259 1.1010
H 0.8852 -2.2791 2.0142
C -2.6493 1.9502 -2.3575
C -1.9196 1.3163 -3.5216
O -1.0973 2.2720 -4.1994
H -3.2504 2.7919 -2.7024
H -3.3019 1.2307 -1.8599
H -1.9269 2.3282 -1.6271
H -2.6178 0.9405 -4.2664
H -1.3097 0.4742 -3.1747
H -0.4820 2.6344 -3.5581
C -1.5303 4.4690 -6.5592
C -2.4207 4.7350 -7.7590
O -3.3200 5.8171 -7.5320
H -2.1310 4.2530 -5.6782
H -0.8681 3.6222 -6.7392
H -0.9169 5.3472 -6.3361
H -3.0427 3.8669 -7.9705
H -1.8164 4.9414 -8.6492
H -2.7975 6.6046 -7.3597
C -5.5639 -1.5919 -3.6181
C -4.7369 -2.2309 -2.5176
O -4.4549 -1.3136 -1.4648
H -5.0466 -0.7228 -4.0261
H -5.7540 -2.2982 -4.4274
H -6.5241 -1.2485 -3.2283
H -3.7723 -2.5576 -2.9050
H -5.2542 -3.1084 -2.1148
H -5.2955 -1.0124 -1.1007
C 1.4573 -3.8646 7.3362
C 1.8431 -2.9686 6.1756
O 1.2161 -3.3790 4.9517
H 1.7305 -4.8990 7.1269
H 1.9553 -3.5501 8.2536
H 0.3785 -3.8366 7.5060
H 2.9149 -3.0051 5.9956
H 1.5763 -1.9294 6.3813
H 0.2653 -3.3435 5.0912
C -7.9958 2.1374 0.8354
C -7.5718 0.8600 0.1376
O -6.3344 1.0188 -0.5631
H -8.0920 2.9490 0.1145
H -8.9509 2.0064 1.3445
H -7.2517 2.4380 1.5769
H -8.3065 0.5716 -0.6118
H -7.4834 0.0424 0.8608
H -5.6634 1.2671 0.0796
*
```

**HOMO**: -11.32 eV
**Relative energy (zero: lowest compared OMol25 entry of this formula, charge and spin)**: 1.447 eV
**Lowest unoccupied orbital energy**: -0.160 hartree

Okay, here come the Löwdin numbers, in e, for every atom: -0.118, -0.788, 0.975, -0.684, 0.958, -0.228, 0.184, -0.368, -0.105, -0.239, 0.017, -0.111, -0.106, -0.012, -0.055, -0.054, 0.063, 0.059, 0.098, 0.124, 0.131, 0.109, 0.111, 0.097, 0.038, 0.044, 0.136, 0.150, 0.112, 0.129, 0.132, 0.121, 0.122, -0.075, -0.300, -0.104, 0.083, 0.083, 0.052, 0.114, 0.107, 0.065, -0.079, -0.301, -0.097, 0.084, 0.062, 0.036, 0.112, 0.107, 0.040, -0.103, -0.323, -0.082, 0.062, 0.070, 0.071, 0.111, 0.107, 0.076, -0.084, -0.320, -0.100, 0.067, 0.075, 0.073, 0.107, 0.108, 0.051, -0.086, -0.331, -0.110, 0.078, 0.078, 0.075, 0.100, 0.097, 0.075, -0.090, -0.314, -0.096, 0.078, 0.077, 0.072, 0.113, 0.110, 0.082

---

[2]
Density functional theory data (wB97M-V/def2-TZVPD) for C21H33Cl2MoN4O3 as an isolated structure at a distorted geometry.

```
! RIJCOSX wB97M-V def2-TZVPD def2/J DEFGRID3
* xyz 3 1
O -0.6291 -1.8775 -1.5092
C 0.3761 -2.6274 -1.6684
C 0.4658 -3.3179 -2.9480
C -0.5447 -3.1400 -3.9343
H -1.4097 -2.5075 -3.7155
C -0.4233 -3.7502 -5.1792
H -1.2043 -3.6020 -5.9302
C 0.6879 -4.5542 -5.4674
H 0.7672 -5.0454 -6.4349
C 1.6978 -4.7228 -4.5070
H 2.5720 -5.3435 -4.7267
C 1.5961 -4.1016 -3.2636
H 2.3787 -4.1912 -2.5053
H 1.1456 -2.6884 -0.8914
C -0.6571 -3.4685 1.1298
C -0.2414 -2.0462 1.2834
H -1.2044 -3.7967 2.0274
H 0.1938 -4.1567 0.9998
H -1.3238 -3.5840 0.2692
C 0.1349 -1.4405 2.4261
C -0.0331 -2.0106 3.8157
H 0.5433 -0.4307 2.4162
H -0.0252 -3.1072 3.8308
H -0.9819 -1.6827 4.2682
H 0.7588 -1.6522 4.4837
Mo -0.9663 -0.4836 -0.1088
Cl -3.2032 -0.7128 -0.6850
Cl 1.2269 0.2698 -0.4466
H -0.6845 1.6388 -4.1838
H -3.0428 2.2368 -3.7898
C -0.6919 1.2661 -3.1467
C -2.9433 2.1561 -2.6979
N -1.5440 2.0966 -2.3071
H 0.3199 1.2491 -2.7354
C -1.0024 3.1443 -1.6007
O 0.1848 3.2728 -1.3136
H -3.4024 3.0281 -2.2209
H -1.7761 3.8803 -1.2927
H -1.0993 0.2463 -3.1527
H -3.4527 1.2480 -2.3540
H 4.6922 3.5826 3.6211
H 5.0242 3.7742 0.8810
C 4.4142 2.5460 3.3859
C 4.7509 2.7094 0.9442
N 3.8520 2.4547 2.0573
H 3.6822 2.1847 4.1086
C 2.5236 2.2752 1.8851
O 1.7258 2.0345 2.8015
H 4.2597 2.4078 0.0120
H 2.2058 2.3527 0.8285
H 5.3267 1.9423 3.4270
H 5.6758 2.1336 1.0813
C -3.7865 2.0947 3.8846
N -2.7657 1.9358 2.8598
C -1.7401 2.8394 2.5701
C -1.0184 2.2927 1.5544
N -1.5927 1.0600 1.2081
C -2.6309 0.8766 2.0432
H -3.3147 2.2814 4.8586
H -4.4505 2.9380 3.6490
H -4.3792 1.1742 3.9346
H -1.5944 3.7694 3.1014
H -0.1407 2.6416 1.0355
H -3.2822 0.0075 2.0337
*
```

**HOMO (spin up / spin down)**: -16.04 / -16.07 eV
**Relative energy (zero: lowest compared OMol25 entry of this formula, charge and spin)**: 0.343 eV
**Lowest unoccupied orbital energy (spin up / spin down)**: -0.493 / -0.494 hartree

Okay, here come the Löwdin numbers, in e, for every atom: -0.351, -0.131, -0.154, 0.029, 0.126, -0.004, 0.136, 0.041, 0.143, 0.000, 0.138, 0.026, 0.138, 0.130, -0.064, -0.264, 0.116, 0.122, 0.081, -0.089, -0.002, 0.090, 0.101, 0.121, 0.114, 1.421, 0.289, 0.379, 0.122, 0.114, -0.074, -0.054, -0.207, 0.038, -0.314, -0.001, 0.101, 0.153, 0.062, 0.021, 0.114, 0.110, -0.019, -0.030, -0.184, 0.089, -0.353, -0.037, 0.086, 0.077, 0.103, 0.103, 0.033, -0.075, 0.041, -0.089, -0.176, -0.154, 0.121, 0.123, 0.109, 0.159, 0.081, 0.124

---

[3]
Density functional theory data (wB97M-V/def2-TZVPD) for one molecule with the formula C8H16N2O2S2 at a distorted geometry.

```
! RIJCOSX wB97M-V def2-TZVPD def2/J DEFGRID3
* xyz 0 1
C 2.9985 -0.2690 -1.4973
C 2.1324 0.3615 0.8552
C 2.0439 1.7987 0.6460
C 0.7810 2.2351 -0.1274
C -3.0056 0.2879 -0.2650
C -2.2152 -0.8047 -0.9826
C -0.8224 -1.2743 -0.4338
C -1.8854 -1.8099 1.7808
H 2.1754 -0.7830 -2.2018
H 4.0205 -0.5875 -1.8860
H 2.7381 0.8313 -1.9084
H 2.3483 -1.4014 0.0564
H 2.9808 2.2852 0.1799
H 2.0491 2.2427 1.6454
H 0.4763 1.6546 -1.1483
H 0.6710 3.3142 -0.5531
H -4.0312 0.2964 -0.5835
H -3.1780 0.0436 0.7379
H -1.8899 -0.3575 -2.0633
H -2.9309 -1.7302 -1.3094
H 0.2049 -1.5875 1.2878
H -1.9402 -0.8644 2.4424
H -1.6935 -2.8246 2.2590
H -2.9303 -1.7995 1.2356
N 2.7385 -0.4849 -0.1606
N -0.7411 -1.6518 0.8196
O 1.7339 -0.1053 1.8657
O 0.0979 -1.0852 -1.1308
S -0.7191 2.1264 0.9662
S -2.2078 1.9431 -0.5265
*
```

**HOMO**: -8.54 eV
**Structure (SMILES)**: CNC(=O)CCSSCCC(=O)NC
**Relative energy (zero: lowest compared OMol25 entry of this formula, charge and spin)**: 3.037 eV
**Lowest unoccupied orbital energy**: 0.023 hartree

Okay, here come the Löwdin numbers, in e, for every atom: -0.182, -0.523, -0.207, -0.532, -0.550, -0.193, -0.602, -0.064, 0.105, 0.085, 0.117, 0.122, 0.148, 0.113, 0.098, 0.087, 0.068, 0.014, 0.142, 0.153, 0.141, 0.101, 0.096, 0.100, -0.016, 0.028, 0.074, 0.055, 0.495, 0.527

---

[4]
Density functional theory data (wB97M-V/def2-TZVPD) for C23H34BIN13SV as an isolated structure.

```
! RIJCOSX wB97M-V def2-TZVPD def2/J DEFGRID3
* xyz -1 2
V 0.3418 -0.0281 0.0174
C 2.2002 -0.7280 4.3704
C 2.1603 0.0477 3.0575
C 2.8462 1.4067 3.2019
C 2.7684 -0.7338 1.9334
C 3.9699 -1.4645 1.9073
C 4.0595 -1.9550 0.6221
N 2.9869 -1.5400 -0.0670
N 2.1964 -0.7887 0.7317
B 2.5317 -1.8511 -1.4977
N 1.1736 -2.5741 -1.4339
C 0.8502 -3.8388 -1.7178
C -0.4602 -4.0495 -1.3391
C -0.8889 -2.8184 -0.8177
N 0.1145 -1.9421 -0.8886
C -2.2403 -2.4671 -0.2634
C -1.1293 -2.0898 2.0541
C -3.1165 -3.7212 -0.2059
N 2.3504 -0.5304 -2.2704
C 2.9634 -0.1583 -3.3988
C 2.5136 1.0960 -3.7459
C 1.5984 1.4364 -2.7395
N 1.5024 0.4414 -1.8499
C 0.8521 2.7321 -2.6251
C 0.1358 3.0757 -3.9301
C 1.7970 3.8554 -2.1964
H 1.6745 -0.1615 5.1391
H 3.2308 -0.8925 4.6991
H 1.7152 -1.7011 4.2709
H 1.1108 0.2399 2.8141
H 3.8940 1.2813 3.4909
H 2.3295 1.9949 3.9609
H 2.8132 1.9614 2.2620
H 4.6614 -1.6140 2.7180
H 4.8019 -2.5753 0.1474
H 3.3411 -2.5435 -2.0572
H 1.5763 -4.5019 -2.1584
H -1.0252 -4.9598 -1.4244
H -2.7132 -1.7491 -0.9431
H -0.3237 -2.7562 1.7691
H -1.3635 -2.0363 3.1092
H -1.4967 -0.1010 2.0208
H -2.6885 -4.4545 0.4818
H -3.1966 -4.1778 -1.1935
H -4.1185 -3.4708 0.1290
H 3.6730 -0.8174 -3.8705
H 2.8048 1.6872 -4.5969
H 0.1150 2.6248 -1.8315
H 0.8492 3.2265 -4.7432
H -0.4383 3.9977 -3.8184
H -0.5457 2.2782 -4.2330
H 2.5884 3.9987 -2.9361
H 2.2609 3.6220 -1.2378
H 1.2520 4.7951 -2.0888
C -5.0694 2.1381 -0.2362
C -3.8170 2.3013 0.5318
N -3.6947 2.8277 1.7144
N -2.3642 2.8107 1.9742
C -1.6472 2.3169 0.9752
S 0.0563 2.2372 0.7882
N -2.5727 1.9660 0.0502
N -2.3119 1.2476 -1.1260
H -5.8848 2.5514 0.3519
H -5.2610 1.0753 -0.4157
H -5.0119 2.6796 -1.1845
H -1.9836 2.9897 2.9135
H -2.7249 1.7572 -1.9032
H -1.2936 1.2920 -1.2618
I -0.7547 1.9856 4.8842
N -5.3263 -0.9647 0.1435
C -4.4176 -1.1919 0.8490
N -3.4555 -1.4516 1.6831
C -2.2267 -1.8069 1.1196
N -1.0982 -0.7691 1.3607
*
```

**HOMO (spin up / spin down)**: -4.58 / -4.29 eV
**Relative energy (zero: lowest compared OMol25 entry of this formula, charge and spin)**: 0.052 eV
**Lowest unoccupied orbital energy (spin up / spin down)**: 0.078 / 0.078 hartree

Okay, here come the Löwdin numbers, in e, for every atom: 0.562, -0.079, -0.409, -0.082, -0.254, -0.005, -0.066, -0.016, 0.029, -0.512, -0.011, -0.058, -0.006, -0.239, 0.023, -0.234, -0.061, -0.051, -0.019, -0.068, -0.014, -0.272, 0.047, -0.404, -0.068, -0.062, 0.033, 0.072, 0.078, 0.058, 0.078, 0.031, 0.061, 0.099, 0.116, 0.119, 0.119, 0.096, 0.135, 0.109, 0.119, 0.070, 0.092, 0.078, 0.064, 0.117, 0.100, 0.046, 0.072, 0.076, 0.078, 0.079, 0.075, 0.079, -0.020, -0.323, 0.144, 0.013, -0.702, 0.683, -0.072, 0.151, 0.086, 0.025, 0.077, -0.061, 0.105, 0.019, -0.304, 0.064, -0.486, 0.069, -0.464, -0.029